Below is C9H19CuIInNOP as an isolated structure in a non-equilibrium geometry, with properties calculated with ωB97M-V/def2-TZVPD.

Geometry as XYZ:
```
34
Properties=species:S:1:pos:R:3:forces:R:3:lowdin_spin:R:1
I 3.498307 2.082258 -0.163907 -0.2 -0.1 0.2 0.002
In -0.189453 -0.403583 -0.070754 0.5 0.6 -1.9 0.042
Cu 0.205635 -1.826194 5.704496 -0.2 0.3 -0.5 0.008
P -0.804083 -1.750724 2.133145 0.5 -0.5 0.4 0.507
O -2.397179 -2.035513 2.268076 0.2 0.0 0.3 0.157
N 0.082509 1.557085 0.633812 -0.5 -0.9 0.8 0.170
C -0.536244 -0.660604 3.618609 -0.5 -0.5 0.1 0.069
C -2.222339 0.348855 -2.444346 0.4 -0.7 -0.4 0.006
C -1.057142 1.269362 -2.868459 -0.8 0.4 -0.5 0.002
C 3.211773 0.065624 0.516504 0.6 -0.2 -0.3 -0.001
C -1.923495 -0.739277 -1.397015 -0.4 0.3 0.9 0.018
C 3.001548 -0.904120 -0.650190 -0.2 -0.4 0.3 0.000
C 1.572957 -1.425401 -0.916244 0.2 0.4 0.3 -0.002
C -1.137104 2.586044 -2.248242 0.5 -0.1 0.3 0.001
C -1.138411 3.645148 -1.691046 0.0 0.1 0.2 0.002
H -3.078141 0.944588 -2.147081 0.0 0.2 0.2 0.000
H 2.435319 0.012432 1.275245 -0.3 0.2 -0.1 -0.001
H -0.626410 0.380805 3.321663 -0.1 0.2 0.4 0.010
H 1.522711 -2.476029 -0.635132 -0.1 -0.1 0.1 0.000
H -2.804519 -0.824233 -0.758228 -0.1 -0.1 0.0 -0.001
H -2.541704 -0.176314 -3.344698 -0.1 0.0 -0.1 0.001
H -1.808131 -1.721799 -1.846680 0.2 0.0 -0.2 0.000
H -1.313613 -0.912993 4.362305 -0.2 0.2 0.0 0.001
H 3.429956 -0.467123 -1.545438 -0.1 0.1 -0.1 0.000
H -1.077491 4.549097 -1.132690 -0.1 0.0 -0.2 0.000
H -0.815248 1.944463 0.918410 0.0 0.3 -0.2 0.000
H 3.633657 -1.768715 -0.437590 0.1 -0.1 0.0 0.000
H 1.402644 -1.409344 -1.991294 -0.3 0.0 -0.1 0.001
H 4.146206 -0.172118 1.013574 0.1 0.1 0.1 0.000
H 0.494220 -0.771082 4.004767 0.4 0.0 -0.2 0.006
H -1.155250 1.442556 -3.941802 0.2 -0.1 -0.1 0.000
H -0.074645 0.821397 -2.727141 0.1 -0.1 0.2 0.000
H -2.611653 -2.809655 1.727696 -0.3 0.1 -0.1 0.001
H 0.674816 1.605107 1.459672 0.2 0.3 -0.2 0.000
```
Positions in Å, forces in eV/Å.

HOMO level (alpha / beta): -10.85 / -10.67 eV
Expectation value of S²: 0.762
Charge: +1
Spin multiplicity: 2
LUMO energy (alpha / beta): -6.973 / -6.983 eV
Frontier orbital gap (alpha / beta): 3.88 / 3.69 eV

=====

Below is C9H19IN8O2Y as an isolated structure, with properties calculated with ωB97M-V/def2-TZVPD.

Geometry as XYZ:
```
40
Properties=species:S:1:pos:R:3:forces:R:3:nbo_charge:R:1
I 5.264240 0.095244 -2.190338 0.1 0.0 -0.1 0.348
Y -0.568597 0.152373 -0.287046 0.4 0.2 0.7 2.240
O -1.154066 0.725821 -2.409420 0.0 0.4 -0.3 -0.550
O -1.110700 2.717635 -3.290766 0.0 0.1 -0.1 -0.212
N -2.165183 -0.280902 1.463711 -0.2 -0.1 0.0 -0.966
N -0.547568 2.321042 -1.121730 -0.1 0.2 -0.4 -0.621
N -0.956778 1.993476 -2.374827 0.0 -0.4 0.2 0.653
N -1.301889 -1.901064 -1.190579 -0.2 -0.3 -0.1 -0.963
N 1.620888 -0.574350 -0.020438 0.1 0.0 0.0 -0.670
N 0.219301 2.525432 1.322780 0.0 0.0 -0.1 -0.666
N -0.291997 4.655253 -1.533774 0.0 0.0 0.0 -0.703
N 0.174194 3.680576 0.509390 0.0 0.0 0.0 -0.399
C 4.218815 -1.513541 0.164367 0.0 -0.1 0.1 -0.112
C -1.583119 -3.033637 -0.235690 0.0 0.1 0.0 -0.226
C -0.231394 3.596323 -0.764888 0.0 0.0 0.1 0.653
C 2.570542 -0.156484 -0.885014 -0.1 0.0 0.1 0.001
C -2.645329 -2.679823 0.793651 -0.1 0.0 0.0 -0.456
C -2.232664 -1.729766 1.908347 0.0 0.0 0.0 -0.223
C 3.247135 -1.949749 1.056795 0.1 0.0 0.0 -0.203
C 3.881150 -0.595900 -0.829434 0.0 0.0 0.0 -0.201
C 1.965842 -1.459474 0.936915 0.0 0.0 0.0 0.036
H 1.187876 -1.780730 1.622888 0.0 0.0 0.0 0.206
H -3.550757 -2.311614 0.296881 0.0 0.0 0.0 0.228
H 2.269879 0.550743 -1.652615 0.0 0.0 0.0 0.216
H -2.941517 -1.799357 2.731681 0.0 0.0 0.0 0.251
H 3.484770 -2.660749 1.836001 0.0 0.0 0.0 0.274
H -1.900970 -3.902880 -0.808963 0.0 0.0 0.0 0.251
H -0.643241 -3.300237 0.252575 0.0 0.0 0.0 0.209
H -1.252981 -2.000128 2.309790 0.0 0.0 0.0 0.204
H -2.151131 -1.746482 -1.740631 0.0 0.0 0.0 0.419
H -0.043210 5.573993 -1.189851 0.0 0.0 0.0 0.452
H -3.113654 -0.021634 1.180057 0.0 0.0 0.0 0.417
H 0.437709 4.571956 0.911055 0.0 0.0 0.0 0.434
H -0.641099 -2.246095 -1.890789 0.0 0.0 0.0 0.427
H -2.019245 0.277112 2.306104 0.0 0.0 0.0 0.415
H -2.952366 -3.611689 1.271583 0.0 0.0 0.0 0.287
H -0.353701 2.709956 2.144544 0.0 0.0 0.0 0.405
H 1.178151 2.414187 1.650246 0.0 0.0 0.0 0.408
H -0.600121 4.581065 -2.493802 0.0 0.0 0.0 0.465
H 5.232783 -1.885899 0.241235 0.0 0.0 0.0 0.275
```
Positions in Å, forces in eV/Å.

HOMO level: -17.11 eV
Charge: +3
Relative energy (zero: lowest compared OMol25 entry of this formula, charge and spin): 1.0 kcal per mole
Spin multiplicity: 1
LUMO energy: -10.278 eV
Frontier orbital gap: 6.84 eV